DFT (ωB97M-V/def2-TZVPD) results for an isolated ion of composition C9H14N3 and charge +1 at a distorted geometry.

Results
Energy: -515.22216 Ha
SMILES: C=[N+]=C=C/C(C)=C\N=C(/C)NC
HOMO (alpha / beta): -11.4477 / -11.4476 eV
Energy above the lowest of the compared OMol25 structures with the same formula, charge and spin: 93.9 kcal per mole
Gap between HOMO and LUMO (alpha / beta): 6.729 / 6.728 eV

```
! RIJCOSX wB97M-V def2-TZVPD def2/J DEFGRID3
* xyz 1 1
C -2.01 1.23 -0.01
C -1.24 -1.03 -0.14
C -2.32 -0.17 -0.17
C -0.76 1.61 0.13
C 1.30 2.85 0.75
C 1.12 -1.01 0.07
C -3.73 -0.62 -0.19
C 1.19 -2.09 1.14
C 2.44 0.25 -1.48
N -0.03 -0.47 -0.19
N 0.18 2.26 0.58
N 2.31 -0.55 -0.31
H -2.78 2.02 -0.38
H -1.15 -2.04 -0.25
H 2.18 2.48 1.35
H 1.11 3.91 0.54
H -4.30 -0.13 -0.91
H -4.22 -0.40 0.80
H -3.66 -1.76 -0.33
H 1.58 -2.90 0.58
H 0.19 -2.26 1.62
H 1.88 -1.82 1.91
H 3.26 -0.06 -2.13
H 1.67 0.31 -2.10
H 2.66 1.30 -1.12
H 3.14 -0.93 0.21
*
```

Löwdin atomic charge list, values in e, 5 entries: atom 1 (C): 0.03, atom 2 (C): -0.06, atom 3 (C): -0.26, atom 4 (C): -0.03, atom 5 (C): 0.08


DFT (ωB97M-V/def2-TZVPD) results for an isolated ion of composition C9H14N3O and charge +1 at a distorted geometry.

Results
Energy: -590.44962 Ha
SMILES: C/C1=C\C(=O)/[NH+]=C\N=N\[C@H](C)CC1
HOMO: -13.5188 eV
Energy above the lowest of the compared OMol25 structures with the same formula, charge and spin: 64.6 kcal per mole
Gap between HOMO and LUMO: 7.961 eV

```
! RIJCOSX wB97M-V def2-TZVPD def2/J DEFGRID3
* xyz 1 1
C 2.21 1.44 0.54
C -0.42 1.05 -0.30
C -1.05 0.36 0.64
C 0.03 2.49 -0.07
C -1.47 -1.14 0.29
C -0.25 -1.98 0.21
C 0.80 -1.60 -0.90
C -1.42 0.86 1.96
C 0.19 -1.41 -2.29
N 2.02 0.29 0.08
N 1.37 2.51 0.41
N 1.69 -0.46 -0.80
O -0.56 3.47 -0.29
H 3.07 1.59 1.20
H -2.06 -1.65 1.04
H -2.12 -1.21 -0.62
H 0.18 -1.86 1.22
H -0.61 -3.15 0.12
H 1.46 -2.54 -0.96
H -1.30 0.00 2.70
H -2.51 1.11 1.95
H -0.83 1.71 2.42
H 0.41 -2.16 -3.01
H 0.61 -0.49 -2.67
H -0.88 -1.40 -2.33
H 1.62 3.46 0.75
H -0.18 0.71 -1.31
*
```

Löwdin atomic charge list, values in e, 5 entries: atom 1 (C): -0.05, atom 2 (C): -0.01, atom 3 (C): -0.25, atom 4 (C): -0.44, atom 5 (C): -0.17


What did the second record say?
DFT (ωB97M-V/def2-TZVPD) results for an isolated ion of composition C9H14N3O and charge +1 at a distorted geometry.

Results
Energy: -590.44962 Ha
SMILES: C/C1=C\C(=O)/[NH+]=C\N=N\[C@H](C)CC1
HOMO: -13.5188 eV
Energy above the lowest of the compared OMol25 structures with the same formula, charge and spin: 64.6 kcal per mole
Gap between HOMO and LUMO: 7.961 eV

```
! RIJCOSX wB97M-V def2-TZVPD def2/J DEFGRID3
* xyz 1 1
C 2.21 1.44 0.54
C -0.42 1.05 -0.30
C -1.05 0.36 0.64
C 0.03 2.49 -0.07
C -1.47 -1.14 0.29
C -0.25 -1.98 0.21
C 0.80 -1.60 -0.90
C -1.42 0.86 1.96
C 0.19 -1.41 -2.29
N 2.02 0.29 0.08
N 1.37 2.51 0.41
N 1.69 -0.46 -0.80
O -0.56 3.47 -0.29
H 3.07 1.59 1.20
H -2.06 -1.65 1.04
H -2.12 -1.21 -0.62
H 0.18 -1.86 1.22
H -0.61 -3.15 0.12
H 1.46 -2.54 -0.96
H -1.30 0.00 2.70
H -2.51 1.11 1.95
H -0.83 1.71 2.42
H 0.41 -2.16 -3.01
H 0.61 -0.49 -2.67
H -0.88 -1.40 -2.33
H 1.62 3.46 0.75
H -0.18 0.71 -1.31
*
```

Löwdin atomic charge list, values in e, 5 entries: atom 1 (C): -0.05, atom 2 (C): -0.01, atom 3 (C): -0.25, atom 4 (C): -0.44, atom 5 (C): -0.17


Question: Among the records above, which one has the lowest energy?
Answer: C9H14N3O


Question: What is the energy in the second record?
Answer: -590.44962 Ha


Question: The lowest energy above the lowest of the compared OMol25 structures with the same formula, charge and spin belongs to which entry?
Answer: C9H14N3O